Entry from OMol25: 2 unconnected molecules or ions with the total composition C3H8NO at a distorted geometry (ωB97M-V/def2-TZVPD).

Summary:
* ΔE to the lowest compared entry with this formula, charge and spin: 128.8 kcal per mole
* charge: +1
* highest occupied orbital energy: -12.3 eV

Atoms and positions in Å:
C  -1.10478  -1.39692  -1.12567
N  0.20830  -1.36640  -0.85830
H  -1.26929  -1.48877  -2.22039
H  -1.73461  -1.74175  -0.35963
H  0.71100  -0.76152  -0.13173
H  0.69680  -2.27529  -1.15351
C  -0.25304  1.75086  0.13545
C  0.64101  1.45170  1.15538
O  0.76212  0.11943  1.40504
H  -0.05905  1.45874  -0.87076
H  -1.17617  2.24789  0.40027
H  0.93540  2.14342  1.88830
H  1.64233  -0.14140  1.73555

Quick look at the Löwdin charges, all values in e: C 0.207; N 0.101; H 0.132; H 0.111; H 0.108; H 0.194; C 0.021; C -0.181; O -0.031; H 0.036; H 0.065; H 0.103; H 0.135


Entry from OMol25: a molecular structure, C10H31Cl2O7P2ReSbSi3 (ωB97M-V/def2-TZVPD).

Summary:
* ΔE to the lowest compared entry with this formula, charge and spin: 38.0 kcal per mole
* charge: +2
* <S²>: 0.755
* multiplicity: 2
* highest occupied orbital energy (spin up / spin down): -15.3 / -15.3 eV

Atoms and positions in Å:
Re  2.69701  -1.78184  0.72379
Cl  2.30173  -2.00724  2.88380
C  4.64364  -2.19414  1.30942
Cl  4.76401  -2.07645  -0.45904
H  4.87726  -3.19795  1.64917
H  5.23150  -1.40866  1.77595
O  2.43618  -3.37367  -2.30987
P  1.49094  -2.11998  -2.23929
O  1.22903  -1.39162  -3.46267
O  2.14198  -1.29547  -1.04449
O  0.13930  -2.63214  -1.51708
P  -0.12048  -2.87033  0.05295
O  1.10837  -3.81972  0.46229
O  -1.45916  -3.32473  0.35244
O  0.37465  -1.53548  0.74302
H  2.42136  -3.84069  -3.15891
H  0.86492  -4.72927  0.69575
C  0.30784  1.16654  3.45776
Si  -1.25616  0.82828  2.50114
C  -2.18956  -0.70756  2.97472
C  -2.33816  2.34110  2.40694
Sb  -0.47425  0.33401  0.04042
Si  1.40067  2.03204  -0.68754
C  1.69726  1.88706  -2.51137
C  2.88916  1.75921  0.40414
C  0.36715  3.51038  -0.18799
Si  -2.54609  -0.07681  -1.66507
C  -3.44719  -1.62403  -1.22451
C  -1.73770  0.00548  -3.33202
C  -3.44266  1.48241  -1.17953
H  0.10184  1.05186  4.52513
H  0.64155  2.19393  3.29795
H  1.12584  0.49067  3.21371
H  -2.34857  -0.71326  4.05560
H  -1.67803  -1.63207  2.70580
H  -3.17165  -0.71066  2.49765
H  -2.77462  2.53395  3.38990
H  -3.16798  2.21278  1.71372
H  -1.78144  3.23452  2.12231
H  1.63666  0.86356  -2.88163
H  2.69108  2.26904  -2.75728
H  0.96883  2.49164  -3.05517
H  3.45026  0.87202  0.09950
H  2.61386  1.68805  1.45835
H  3.57236  2.60677  0.29925
H  -0.70027  3.39638  -0.39596
H  0.69327  4.37603  -0.77055
H  0.48497  3.75366  0.86856
H  -2.88834  -2.53395  -1.43074
H  -4.35650  -1.63296  -1.83499
H  -3.74605  -1.64013  -0.17603
H  -0.79717  -0.54366  -3.38765
H  -1.54848  1.04365  -3.61244
H  -2.40838  -0.42299  -4.08147
H  -3.89260  1.40559  -0.19085
H  -4.26101  1.62184  -1.89337
H  -2.83196  2.38504  -1.23359

Quick look at the Löwdin charges, all values in e: Re 1.119; Cl 0.284; C -0.654; Cl 0.718; H 0.043; H 0.043; O -0.087; P 0.273; O -0.193; O -0.555; O -0.237; P 0.232; O -0.165; O -0.178; O -0.693; H 0.130; H 0.137; C -0.207; Si 0.415; C -0.191; C -0.195; Sb 1.318; Si 0.429; C -0.183; C -0.201; C -0.212; Si 0.467; C -0.190; C -0.190; C -0.209; H 0.054; H 0.039; H -0.030; H 0.053; H 0.021; H 0.043; H 0.056; H 0.017; H 0.032; H 0.004; H 0.055; H 0.049; H -0.006; H 0.026; H 0.060; H 0.018; H 0.057; H 0.040; H 0.027; H 0.061; H 0.041; H -0.003; H 0.045; H 0.057; H 0.026; H 0.060; H 0.031


Entry from OMol25: a molecular structure, C22H27BFMnN15O4 at a distorted geometry (ωB97M-V/def2-TZVPD).

Summary:
* charge: +2
* <S²>: 0.799
* multiplicity: 2
* highest occupied orbital energy (spin up / spin down): -13.1 / -12.7 eV

Atoms and positions in Å:
Mn  0.10522  0.23272  -0.01023
C  -2.38025  1.71462  -3.01652
C  -1.10858  1.54527  -2.47501
N  -1.20728  0.99490  -1.26472
N  -2.50825  0.80546  -1.00390
C  -3.24080  1.23177  -2.04342
B  -2.94249  0.27451  0.39646
N  -2.34598  -1.13906  0.57408
C  -2.85149  -2.36813  0.74214
C  -1.80230  -3.26247  0.87362
C  -0.65586  -2.48263  0.78588
N  -0.99085  -1.20341  0.62978
N  -2.18454  1.14294  1.45034
C  -2.61113  1.80447  2.53431
C  -1.52781  2.43412  3.12398
C  -0.44139  2.08412  2.33135
N  -0.85037  1.30002  1.33036
N  -4.42461  0.38781  0.50970
C  -5.15600  1.54170  0.50840
C  -6.47520  1.19622  0.55266
C  -6.46615  -0.21655  0.56910
N  -5.24026  -0.71015  0.54132
H  -2.63600  2.13791  -3.97353
H  -0.14668  1.78933  -2.89738
H  -4.31941  1.18275  -2.01712
H  -3.92049  -2.50465  0.77638
H  -1.86703  -4.32416  1.04353
H  0.38210  -2.77055  0.84808
H  -3.65177  1.78703  2.81892
H  -1.53008  3.05890  4.00084
H  0.59664  2.36457  2.42258
H  -4.68342  2.51274  0.47250
H  -7.32763  1.85439  0.56384
H  -7.31020  -0.89055  0.59934
C  2.96725  -0.42742  3.67395
N  3.58013  -0.26232  2.35247
C  5.04325  -0.21105  2.24463
C  2.79035  -0.13168  1.28381
N  1.48166  -0.12952  1.33442
N  3.42652  -0.00643  0.06516
C  2.80707  0.00122  -1.16498
N  3.59728  -0.21615  -2.21528
N  1.53114  0.21748  -1.29891
H  3.73993  -0.71627  4.37762
H  2.22294  -1.22398  3.66288
H  2.51115  0.50077  4.02154
H  5.46438  -0.34562  3.23396
H  5.38470  0.75643  1.87322
H  5.42663  -1.01741  1.61696
H  1.12228  -0.25452  2.26999
H  4.43252  0.00477  0.07048
H  4.57190  -0.44630  -2.12801
H  3.17656  -0.27610  -3.13246
H  1.23035  0.04439  -2.26803
F  -4.58360  -3.45186  -1.31052
C  -4.15782  -2.80256  -2.34995
C  -2.86455  -2.99079  -2.81394
N  -2.44182  -2.34539  -3.88779
C  -1.06830  -2.45113  -4.28932
C  -0.19508  -1.60387  -3.25414
O  0.80178  -1.06562  -3.75957
O  -0.64479  -1.62002  -2.09824
C  -3.24912  -1.31909  -4.55002
O  -2.77292  -0.64584  -5.40405
N  -4.54274  -1.23049  -4.10125
C  -5.11579  -1.89179  -3.01790
O  -6.24600  -1.74273  -2.66235
H  -2.18269  -3.67449  -2.32784
H  -0.92582  -2.05720  -5.28510
H  -0.72461  -3.47894  -4.19962
H  -5.14378  -0.59724  -4.61662

Quick look at the Löwdin charges, all values in e: Mn 0.856; C 0.001; C -0.080; N -0.049; N 0.050; C -0.018; B -0.633; N 0.085; C -0.011; C 0.007; C -0.087; N -0.053; N 0.051; C -0.005; C -0.002; C -0.090; N -0.053; N -0.020; C -0.100; C -0.032; C -0.117; N 0.089; H 0.121; H 0.126; H 0.138; H 0.113; H 0.121; H 0.125; H 0.143; H 0.118; H 0.120; H 0.133; H 0.108; H 0.120; C 0.001; N -0.113; C -0.003; C -0.355; N 0.083; N 0.195; C -0.410; N 0.235; N 0.080; H 0.102; H 0.102; H 0.107; H 0.102; H 0.109; H 0.106; H 0.072; H 0.135; H 0.136; H 0.131; H 0.051; F 0.140; C -0.147; C 0.037; N 0.009; C 0.009; C -0.587; O 0.017; O 0.032; C -0.420; O 0.152; N 0.230; C -0.391; O 0.156; H 0.154; H 0.136; H 0.147; H 0.185


Entry from OMol25: C5H6N2S in the gas phase at a distorted geometry (ωB97M-V/def2-TZVPD).

Summary:
* SMILES string: N#CC(=S)[C@@H]1CCN1
* ΔE to the lowest compared entry with this formula, charge and spin: 106.5 kcal per mole
* charge: 0
* highest occupied orbital energy: -9.4 eV

Atoms and positions in Å:
C  1.63926  -0.48467  -0.18838
C  2.45875  0.69023  -0.07705
C  0.27314  -0.07125  -0.46911
C  -0.67168  0.87875  0.48934
C  -1.64968  -0.31145  0.32019
H  0.48074  0.41910  -1.40889
H  -0.37277  1.01203  1.70738
H  -0.96199  1.83741  0.01434
H  -1.74561  -1.13477  1.19164
H  -2.62059  0.07957  -0.05348
H  -0.92606  -1.78612  -0.86566
N  3.07228  1.75745  -0.08402
N  -1.00176  -0.80552  -0.77036
S  2.02595  -2.08075  0.19408

Quick look at the Löwdin charges, all values in e: C -0.722; C -0.200; C -0.365; C -0.050; C -0.306; H 0.135; H 0.168; H 0.102; H 0.157; H 0.108; H 0.088; N 0.178; N -0.031; S 0.736


> What is the formula in the second record?

C10H31Cl2O7P2ReSbSi3